# 1
DFT (ωB97M-V/def2-TZVPD) results for the molecule C25H26N2O6 at a distorted geometry.

HOMO: -7.745 eV
Total charge: 0
Relative energy (zero: lowest compared OMol25 entry of this formula, charge and spin): 32.96 kcal/mol
SMILES: C=CCc1cc(/C=C2/NC(=O)N(CC)C2=O)cc(OCC)c1OCc1ccc(C(=O)O)cc1
Frontier orbital gap: 0.277 Eh
Total energy: -1529.2470 hartree

Each atom is followed by the atoms it is bonded to, with distances in Å.
Cartesian coordinates (Å):
1 O -6.92405 2.02771 2.00413  C11 1.345, H59 0.970
2 O -2.02426 0.68808 -2.00298  C12 1.413, C31 1.372
3 O 4.39248 -1.10938 0.29277  C29 1.212
4 O -5.23567 1.84744 3.44862  C11 1.206
5 O 6.94725 2.65884 0.36090  C28 1.204
6 O -1.77813 -2.08935 -1.30003  C10 1.407, C25 1.362
7 N 4.73187 2.30686 -0.18302  C13 1.395, C28 1.367, H41 1.006
8 N 5.92740 0.57620 0.43027  C22 1.446, C28 1.386, C29 1.377
9 C 7.13375 -0.18297 2.42551  C22 1.524, H37 1.088, H44 1.086, H45 1.087
10 C -3.11035 -1.72940 -1.57185  O6 1.407, C18 1.507, H49 1.096, H51 1.098
11 C -5.71625 1.56941 2.37758  O1 1.345, O4 1.206, C20 1.476
12 C -2.17098 2.08288 -2.17403  O2 1.413, C19 1.521, H48 1.099, H50 1.099
13 C 3.85734 1.22232 -0.24830  N7 1.395, C27 1.354, C29 1.481
14 C 0.27081 0.99130 -1.29572  C26 1.402, C31 1.383, H58 1.078
15 C 0.43417 -1.70202 -0.71193  C16 1.379, C23 1.508, C25 1.403
16 C 1.53676 -0.89351 -0.52995  C15 1.379, C26 1.395, H57 1.076
17 C -5.02880 -0.33738 -0.79529  C18 1.393, C30 1.379, H39 1.080
18 C -3.77510 -0.87796 -0.52038  C10 1.507, C17 1.393, C21 1.389
19 C -3.59571 2.34810 -2.63434  C12 1.521, H34 1.086, H46 1.086, H52 1.087
20 C -5.06945 0.71831 1.35911  C11 1.476, C24 1.392, C30 1.394
21 C -3.18329 -0.62840 0.71135  C18 1.389, C24 1.381, H53 1.080
22 C 7.04697 -0.20720 0.90396  N8 1.446, C9 1.524, H36 1.093, H40 1.093
23 C 0.51685 -3.16636 -0.36101  C15 1.508, C32 1.501, H38 1.090, H55 1.091
24 C -3.82094 0.17004 1.64062  C20 1.392, C21 1.381, H47 1.079
25 C -0.77715 -1.17260 -1.18251  O6 1.362, C15 1.403, C31 1.411
26 C 1.47981 0.47109 -0.81155  C14 1.402, C16 1.395, C27 1.437
27 C 2.57468 1.38776 -0.64762  C13 1.354, C26 1.437, H54 1.087
28 C 5.98659 1.94565 0.22199  O5 1.204, N7 1.367, N8 1.386
29 C 4.67488 0.06309 0.17649  O3 1.212, N8 1.377, C13 1.481
30 C -5.67613 0.45118 0.13266  C17 1.379, C20 1.394, H35 1.079
31 C -0.84577 0.20056 -1.49783  O2 1.372, C14 1.383, C25 1.411
32 C -0.11558 -3.40347 0.97938  C23 1.501, C33 1.319, H43 1.082
33 C 0.56675 -3.62858 2.08543  C32 1.319, H42 1.078, H56 1.077
34 H -4.29952 2.00834 -1.87969  C19 1.086
35 H -6.64664 0.86991 -0.08353  C30 1.079
36 H 6.89878 -1.22813 0.54419  C22 1.093
37 H 6.22416 -0.59090 2.86025  C9 1.088
38 H 1.56428 -3.46570 -0.33276  C23 1.090
39 H -5.49308 -0.53813 -1.75007  C17 1.080
40 H 7.95300 0.21713 0.46500  C22 1.093
41 H 4.48202 3.25341 -0.41521  N7 1.006
42 H 1.64334 -3.67494 2.08515  C33 1.078
43 H -1.19602 -3.35512 0.99694  C32 1.082
44 H 7.97887 -0.78036 2.75543  C9 1.086
45 H 7.26809 0.83794 2.77503  C9 1.087
46 H -3.73405 3.41248 -2.80022  C19 1.086
47 H -3.36624 0.37906 2.59700  C24 1.079
48 H -1.46011 2.44732 -2.92913  C12 1.099
49 H -3.19513 -1.23648 -2.54735  C10 1.096
50 H -1.97898 2.60021 -1.22418  C12 1.099
51 H -3.63226 -2.69353 -1.63061  C10 1.098
52 H -3.79196 1.81600 -3.56122  C19 1.087
53 H -2.21847 -1.05172 0.94713  C21 1.080
54 H 2.32130 2.41428 -0.89890  C27 1.087
55 H -0.01118 -3.74931 -1.11770  C23 1.091
56 H 0.08229 -3.77941 3.03557  C33 1.077
57 H 2.45015 -1.32688 -0.16180  C16 1.076
58 H 0.22317 2.04362 -1.52614  C14 1.078
59 H -7.29661 2.57270 2.71437  O1 0.970


# 2
DFT (ωB97M-V/def2-TZVPD) results for the molecule CH4NOP at a distorted geometry.

HOMO (spin up / spin down): -9.172 / -9.176 eV
Total charge: 0
Relative energy (zero: lowest compared OMol25 entry of this formula, charge and spin): 71.63 kcal/mol
SMILES: CNP=O
Frontier orbital gap (spin up / spin down): 0.302 / 0.302 Eh
Total energy: -511.7500 hartree

Each atom is followed by the atoms it is bonded to, with distances in Å.
Cartesian coordinates (Å):
1 P 2.50083 0.31756 0.49472  O2 1.950, N3 1.621
2 O 3.79257 -0.58778 -0.65101  P1 1.950
3 N 1.20648 -0.45735 -0.09716  P1 1.621, C4 1.460, H6 1.057
4 C -0.17388 -0.18511 0.29393  N3 1.460, H5 1.077, H7 1.123, H8 1.104
5 H -0.19303 -0.24787 1.36862  C4 1.077
6 H 1.52045 -1.05101 -0.91312  N3 1.057
7 H -0.53393 0.87744 0.25567  C4 1.123
8 H -0.93857 -0.92758 0.00462  C4 1.104


# 3
DFT (ωB97M-V/def2-TZVPD) results for the molecule C20H23NO3.

HOMO: -8.545 eV
Total charge: 0
Relative energy (zero: lowest compared OMol25 entry of this formula, charge and spin): 0.00 kcal/mol
SMILES: COC(=O)Cc1ccc(NC(=O)c2ccc(C(C)(C)C)cc2)cc1
Frontier orbital gap: 0.336 Eh
Total energy: -1056.4358 hartree

Each atom is followed by the atoms it is bonded to, with distances in Å.
Cartesian coordinates (Å):
1 O -1.44311 -4.74330 0.23788  C9 1.214
2 O 4.13339 1.64319 1.32802  C18 1.201
3 O 3.04883 2.06987 -0.59436  C18 1.337, C20 1.422
4 N 0.62738 -3.88108 0.19828  C9 1.368, C11 1.399, H41 1.013
5 C -4.43742 1.55574 0.39367  C19 1.535, H28 1.088, H38 1.088, H39 1.086
6 C 4.49370 0.22389 -0.59309  C12 1.507, C18 1.516, H30 1.089, H43 1.089
7 C -0.78825 -1.40013 1.03875  C13 1.383, C22 1.389, H45 1.080
8 C -2.29367 2.58351 1.10578  C19 1.531, H27 1.088, H37 1.088, H44 1.087
9 C -0.73524 -3.75849 0.18671  O1 1.214, N4 1.368, C22 1.488
10 C 2.77993 -2.90842 0.68488  C11 1.392, C17 1.382, H46 1.080
11 C 1.59081 -2.89541 -0.03860  N4 1.399, C10 1.392, C24 1.393
12 C 3.51350 -0.90997 -0.43668  C6 1.507, C17 1.388, C23 1.390
13 C -1.32025 -0.12398 1.03035  C7 1.383, C15 1.391, H32 1.078
14 C -2.32425 -2.04468 -0.67796  C21 1.380, C22 1.390, H36 1.080
15 C -2.34449 0.22667 0.15769  C13 1.391, C19 1.520, C21 1.394
16 C -2.70726 2.19481 -1.31334  C19 1.536, H29 1.088, H35 1.088, H47 1.086
17 C 3.72584 -1.91927 0.49215  C10 1.382, C12 1.388, H42 1.080
18 C 3.90440 1.38998 0.17669  O2 1.201, O3 1.337, C6 1.516
19 C -2.93332 1.62706 0.09548  C5 1.535, C8 1.531, C15 1.520, C16 1.536
20 C 2.31157 3.13022 -0.00041  O3 1.422, H25 1.091, H31 1.090, H40 1.091
21 C -2.83890 -0.76393 -0.68890  C14 1.380, C15 1.394, H34 1.079
22 C -1.27225 -2.37038 0.16994  C7 1.389, C9 1.488, C14 1.390
23 C 2.34387 -0.92457 -1.18770  C12 1.390, C24 1.380, H26 1.080
24 C 1.39483 -1.90870 -1.00263  C11 1.393, C23 1.380, H33 1.079
25 H 1.25368 2.86489 -0.01862  C20 1.091
26 H 2.17640 -0.15352 -1.92475  C23 1.080
27 H -2.75082 3.56658 1.01325  C8 1.088
28 H -4.60487 1.12415 1.37813  C5 1.088
29 H -1.64358 2.22454 -1.54184  C16 1.088
30 H 5.46006 -0.03391 -0.16286  C6 1.089
31 H 2.47770 4.03223 -0.58872  C20 1.090
32 H -0.91643 0.59609 1.72299  C13 1.078
33 H 0.49817 -1.91422 -1.60194  C24 1.079
34 H -3.64406 -0.53959 -1.37196  C21 1.079
35 H -3.10267 3.20628 -1.37740  C16 1.088
36 H -2.72382 -2.80280 -1.33515  C14 1.080
37 H -1.22656 2.69295 0.92510  C8 1.088
38 H -4.86961 2.55396 0.37599  C5 1.088
39 H -4.96014 0.94669 -0.33813  C5 1.086
40 H 2.64230 3.28322 1.02831  C20 1.091
41 H 0.96623 -4.81074 0.41377  N4 1.013
42 H 4.63288 -1.92747 1.07761  C17 1.080
43 H 4.59956 0.50113 -1.64117  C6 1.089
44 H -2.44805 2.23668 2.12469  C8 1.087
45 H 0.00230 -1.64108 1.73453  C7 1.080
46 H 2.95178 -3.68719 1.41368  C10 1.080
47 H -3.20010 1.58851 -2.06810  C16 1.086